Record 1
Density functional theory data (ωB97M-V with the def2-TZVPD basis set) for a single C4H7NOS molecule in a non-equilibrium geometry.

Last columns: bonded neighbours and bond lengths (Å).
Element x y z (Å)
1 H -0.569 -0.908 1.941  N2 0.946
2 N -0.838 -1.813 1.896  H1 0.946, C3 1.228
3 C -0.494 -2.369 0.857  N2 1.228, C4 1.582, H9 1.055
4 C 0.185 -1.574 -0.330  C3 1.582, O5 1.441, H10 1.163, H11 1.077
5 O -0.269 -0.209 -0.259  C4 1.441, C6 1.329
6 C 0.297 0.740 -0.999  O5 1.329, C7 1.499, S8 1.630
7 C -0.308 2.107 -0.889  C6 1.499, H12 1.147, H13 1.197, H14 1.090
8 S 1.616 0.503 -1.925  C6 1.630
9 H -0.548 -3.415 0.739  C3 1.055
10 H 1.334 -1.723 -0.223  C4 1.163
11 H -0.179 -1.857 -1.304  C4 1.077
12 H -0.456 2.366 0.218  C7 1.147
13 H -1.324 2.124 -1.522  C7 1.197
14 H 0.301 2.880 -1.360  C7 1.090

Results
Lowest unoccupied orbital energy = 0.449 eV
Energy above the lowest of the compared OMol25 structures with the same formula, charge and spin = 191.1 kJ/mol
Calculated total energy = -684.7343 Ha
HOMO level = -8.8 eV
M = 117.17 u
Kohn-Sham gap = 9.25 eV
SMILES string = [H]/N=C\COC(C)=S

***

Record 2
Density functional theory data (ωB97M-V with the def2-TZVPD basis set) for 2 unconnected molecules or ions with the total composition C4H7NOS in a non-equilibrium geometry.

Last columns: bonded neighbours and bond lengths (Å).
Element x y z (Å)
1 C 0.489 0.560 -0.599  C4 1.468, N5 1.218, S7 1.953
2 C -1.847 -1.743 -1.895  O6 1.146
3 C -0.420 -0.531 1.462  C4 1.541, H8 1.117, H9 1.149, H10 1.114
4 C 0.722 0.283 0.823  C1 1.468, C3 1.541, H11 1.139, H12 1.087
5 N -0.398 0.214 -1.358  C1 1.218, H14 1.089
6 O -2.831 -1.647 -1.313  C2 1.146
7 S 2.007 1.471 -1.425  C1 1.953, H13 1.284
8 H -0.633 -0.425 2.553  C3 1.117
9 H -0.377 -1.670 1.318  C3 1.149
10 H -1.387 -0.163 1.050  C3 1.114
11 H 1.727 -0.241 0.939  C4 1.139
12 H 0.959 1.255 1.249  C4 1.087
13 H 2.447 2.112 -0.404  S7 1.284
14 H -0.457 0.525 -2.400  N5 1.089

Results
Lowest unoccupied orbital energy = 0.814 eV
Energy above the lowest of the compared OMol25 structures with the same formula, charge and spin = 169.1 kJ/mol
Calculated total energy = -684.7427 Ha
HOMO level = -9.4 eV
M = 117.17 u
Kohn-Sham gap = 10.22 eV

***

Record 3
Density functional theory data (ωB97M-V with the def2-TZVPD basis set) for a single C4H7NOS molecule in a non-equilibrium geometry.

Last columns: bonded neighbours and bond lengths (Å).
Element x y z (Å)
1 O -1.770 1.424 -1.099  C2 1.520, H8 1.065
2 C -1.332 0.276 -0.204  O1 1.520, C3 1.560, H9 1.201, H10 1.041
3 C 0.028 -0.283 -0.727  C2 1.560, C4 1.442, N5 1.473, H11 1.137
4 C 0.452 -1.527 -0.134  C3 1.442, N5 1.478, H12 1.154, H13 1.148
5 N 1.337 -0.346 -0.055  C3 1.473, C4 1.478, C6 1.368
6 C 1.674 0.514 0.955  N5 1.368, S7 1.666, H14 1.218
7 S 0.823 1.935 1.125  C6 1.666
8 H -1.267 2.266 -0.685  O1 1.065
9 H -2.161 -0.584 -0.332  C2 1.201
10 H -1.338 0.412 0.828  C2 1.041
11 H 0.359 -0.217 -1.812  C3 1.137
12 H -0.301 -1.518 0.741  C4 1.154
13 H 0.874 -2.585 -0.271  C4 1.148
14 H 2.621 0.234 1.667  C6 1.218

Results
Lowest unoccupied orbital energy = -0.086 eV
Energy above the lowest of the compared OMol25 structures with the same formula, charge and spin = 416.1 kJ/mol
Calculated total energy = -684.6486 Ha
HOMO level = -8.8 eV
M = 117.17 u
Kohn-Sham gap = 8.74 eV
SMILES string = OC[C@@H]1CN1C=S

***

Record 4
Density functional theory data (ωB97M-V with the def2-TZVPD basis set) for a single C4H7NOS molecule in a non-equilibrium geometry.

Last columns: bonded neighbours and bond lengths (Å).
Element x y z (Å)
1 C -1.629 -1.045 0.438  C2 1.526, N5 1.238, H8 1.151
2 C -1.121 0.030 1.393  C1 1.526, O6 1.392, H9 1.122, H10 1.028
3 C 0.596 0.285 -0.264  C4 1.463, O6 1.348, S7 1.792
4 C 1.172 1.151 -1.293  C3 1.463, H11 1.137, H12 1.038, H13 1.176
5 N -1.358 -1.126 -0.767  C1 1.238
6 O -0.194 0.803 0.698  C2 1.392, C3 1.348
7 S 1.763 -0.966 0.268  C3 1.792, H14 1.360
8 H -2.428 -1.799 0.785  C1 1.151
9 H -1.751 0.918 1.665  C2 1.122
10 H -0.635 -0.384 2.199  C2 1.028
11 H 2.084 1.719 -0.919  C4 1.137
12 H 0.430 1.843 -1.507  C4 1.038
13 H 1.725 0.505 -2.105  C4 1.176
14 H 1.346 -1.935 -0.590  S7 1.360

Results
Lowest unoccupied orbital energy (spin up / spin down) = 0.212 / -0.122 eV
Energy above the lowest of the compared OMol25 structures with the same formula, charge and spin = 441.8 kJ/mol
Calculated total energy = -684.6388 Ha
HOMO level (spin up / spin down) = -8.9 / -7.7 eV
M = 117.17 u
Kohn-Sham gap (spin up / spin down) = 9.08 / 7.62 eV